Computed, not measured: one molecule with the formula C21H23BrN4O4 at a distorted geometry, with wB97M-V/def2-TZVPD.

```
53
Properties=species:S:1:pos:R:3:forces:R:3
N 2.34416 2.58730 2.05214 -0.1 0.3 0.4
C 2.55564 2.16475 0.79171 0.4 -0.2 0.4
O 2.10556 2.75751 -0.16999 -0.2 0.2 -0.4
C 3.38741 0.90006 0.64948 -0.2 -0.1 -0.3
C 2.60626 -0.11908 -0.20378 0.2 -0.2 0.1
N 2.53176 0.37397 -1.55728 -0.1 0.3 0.0
C 2.88959 -0.37278 -2.62648 -0.1 0.1 0.2
O 3.27769 -1.52245 -2.51627 0.1 -0.2 -0.1
C 2.77575 0.31233 -3.94647 0.0 0.0 -0.4
C 1.89906 1.36712 -4.18385 0.1 -0.1 0.1
C 1.83485 1.94206 -5.44066 -0.1 0.1 -0.1
C 2.64082 1.47584 -6.46638 0.0 0.0 0.0
C 3.50726 0.41926 -6.23876 0.0 0.0 0.0
C 3.56893 -0.16298 -4.98711 0.0 0.0 0.2
C 1.21904 -0.36779 0.35494 -0.2 -0.1 0.0
C 0.14184 -0.62968 -0.49395 0.1 0.0 0.2
C -1.13159 -0.80968 -0.00787 -0.1 0.0 0.1
C -1.42438 -0.73833 1.36539 0.4 0.1 0.1
N -2.70882 -0.82109 1.83287 -0.2 -0.1 -0.1
C -3.74504 -1.48230 1.07482 -0.1 -0.2 0.0
C -4.65098 -2.25308 2.04194 -0.1 0.1 -0.1
C -5.24059 -1.29668 3.06215 0.0 -0.1 0.1
Br -6.38670 -2.28485 4.32187 0.1 0.1 -0.2
C -4.13051 -0.58438 3.81206 0.0 0.1 0.0
C -3.24288 0.12530 2.78964 0.0 0.1 0.3
C -0.31546 -0.55972 2.21922 0.1 0.1 -1.3
N -0.39346 -0.67030 3.64163 0.0 -0.1 0.7
O -1.24994 -1.38259 4.12810 0.0 -0.1 0.1
O 0.44588 -0.07439 4.29575 0.1 0.1 0.2
C 0.96752 -0.36346 1.70992 -0.1 -0.1 0.0
H 2.65120 2.07940 2.86248 0.0 0.0 -0.1
H 1.78199 3.41077 2.19549 0.0 0.0 -0.1
H 4.30717 1.15300 0.11802 0.0 0.0 0.1
H 3.65458 0.48259 1.61770 0.0 0.0 0.0
H 3.15319 -1.07205 -0.25037 -0.1 0.3 0.0
H 2.28092 1.35165 -1.63792 0.1 -0.1 -0.1
H 1.24950 1.73434 -3.40236 -0.1 0.0 0.1
H 1.15068 2.75828 -5.62107 -0.1 0.1 0.0
H 2.58803 1.93237 -7.44383 0.0 0.0 -0.1
H 4.13138 0.04842 -7.03823 0.1 0.0 -0.1
H 4.22920 -0.99420 -4.78993 0.0 -0.1 0.0
H 0.30919 -0.67583 -1.55897 0.0 0.0 -0.1
H -1.93404 -0.96436 -0.71088 -0.1 0.0 0.0
H -3.29370 -2.19272 0.38256 0.0 0.1 0.0
H -4.34512 -0.75675 0.50365 0.0 0.0 -0.1
H -5.43949 -2.75789 1.48092 0.0 0.0 0.0
H -4.05477 -3.00777 2.55906 0.0 0.0 0.0
H -5.90894 -0.57737 2.57973 0.0 -0.1 0.1
H -3.52631 -1.30547 4.36486 -0.1 0.1 0.0
H -4.53813 0.14339 4.51545 0.0 0.0 0.0
H -2.44013 0.66112 3.29324 -0.1 0.0 -0.1
H -3.84616 0.87075 2.24441 0.1 0.0 0.0
H 1.76109 -0.25155 2.43122 0.0 0.0 0.0
```
Positions in Å, forces in eV/Å.

Values from the calculation:
**Maximum force**: 0.0262 hartree/bohr
**Total charge**: 0
**Frontier orbital gap**: 7.87 eV
**Structure (SMILES)**: NC(=O)C[C@H](NC(=O)c1ccccc1)c1ccc(N2CCC(Br)CC2)c([N+](=O)[O-])c1
**E**: -106342.3659 eV
**Lowest unoccupied orbital energy**: -0.50 eV


Computed, not measured: C21H23ClCoN4O4STe as an isolated structure at a distorted geometry, with wB97M-V/def2-TZVPD.

```
56
Properties=species:S:1:pos:R:3:forces:R:3
Co 0.25338 0.20246 0.40150 0.1 -0.2 -0.9
O -2.30002 3.28909 1.57277 -0.1 0.0 0.6
C -1.51981 2.35205 1.40842 0.2 0.4 -1.2
O -0.85486 2.11334 0.33965 0.0 0.1 0.3
C -1.22263 1.38039 2.52189 0.2 -1.0 -0.4
C -1.35829 1.66808 3.86576 -0.2 0.0 0.3
C -0.92512 0.74555 4.81211 0.2 -0.4 -0.6
C -0.34609 -0.44259 4.35956 -0.5 0.4 0.6
C -0.25204 -0.67279 3.00602 -0.3 0.1 -0.9
N -0.69694 0.21058 2.09113 0.5 0.8 1.8
C 0.43056 -1.88568 2.39601 0.6 -0.3 -1.0
O 0.54191 -2.92017 3.05686 -0.1 -0.1 0.7
O 0.83449 -1.69659 1.21113 0.1 0.3 0.4
H -1.78628 2.61844 4.15444 0.0 0.0 -0.1
H -1.02480 0.94378 5.87296 0.1 0.0 0.0
H 0.03201 -1.19777 5.03147 0.0 -0.1 0.0
C -2.69516 -2.19292 -6.81908 0.0 0.1 0.2
C -2.43372 -1.88075 -5.36888 0.0 0.0 0.0
C -1.60682 -2.68193 -4.59729 -0.2 0.0 -0.3
C -1.41080 -2.43094 -3.24848 0.1 0.0 0.3
C -0.51211 -3.32285 -2.45225 0.1 -0.1 -0.1
C -2.05686 -1.35565 -2.62469 0.1 0.1 0.3
Te -1.90308 -1.06862 -0.50547 -0.6 -0.3 -0.4
C -2.84805 -0.50819 -3.41393 0.0 0.0 0.1
C -3.50937 0.68710 -2.80141 0.0 0.1 0.0
C -3.02741 -0.78127 -4.76065 0.0 -0.2 -0.3
H -2.05726 -3.01050 -7.15171 0.0 0.0 -0.1
H -2.50398 -1.32073 -7.44580 0.0 0.0 -0.1
H -3.73573 -2.49044 -6.96906 0.0 0.0 -0.1
H -1.11369 -3.53111 -5.06223 0.0 0.0 0.0
H 0.00749 -4.03203 -3.09525 0.1 -0.1 -0.1
H -1.08995 -3.87256 -1.70817 0.1 0.0 0.1
H 0.21869 -2.72262 -1.91249 0.0 -0.1 0.2
H -2.77548 1.26842 -2.24437 -0.1 0.1 0.1
H -4.27401 0.37321 -2.08973 0.0 0.1 0.1
H -3.97259 1.31938 -3.55813 -0.1 0.1 -0.2
H -3.65438 -0.13101 -5.36432 0.0 0.1 0.0
Cl 2.37129 1.50608 -1.68378 0.7 0.9 -0.3
C 1.32928 0.08740 -1.30161 -0.5 -0.9 0.4
H 2.05762 -0.73118 -1.19381 -0.2 0.1 0.1
H 0.80318 -0.08704 -2.25139 -0.1 0.1 0.4
C 4.35712 1.01596 5.14337 0.1 0.0 -0.2
C 4.76860 0.88485 3.67174 0.1 -0.2 0.3
C 3.70811 1.37933 2.75372 -0.1 0.6 -0.4
N 2.69951 0.69691 2.34428 1.3 -0.5 1.1
N 1.86328 1.35254 1.55586 -1.1 0.8 -1.2
C 2.18660 2.59868 1.33755 0.6 0.4 0.4
N 1.43186 3.51830 0.70272 -0.1 0.0 -0.1
S 3.69970 3.05672 2.14438 -0.6 -1.0 0.0
H 5.16567 0.69860 5.80417 0.0 0.0 0.0
H 3.48537 0.39890 5.33941 -0.1 -0.1 0.0
H 4.10063 2.04755 5.37482 0.0 0.1 0.1
H 4.95983 -0.16887 3.44756 0.0 0.1 -0.1
H 5.68664 1.45498 3.49650 0.0 -0.1 0.0
H 0.57017 3.10437 0.31713 -0.2 0.0 -0.1
H 1.90433 4.16373 0.08908 0.1 -0.1 0.1
```
Positions in Å, forces in eV/Å.

Values from the calculation:
**Multiplicity**: 2
**Maximum force**: 0.0395 hartree/bohr
**Total charge**: -2
**Frontier orbital gap (alpha / beta)**: 4.41 / 4.41 eV
**E**: -104581.2161 eV
**Lowest unoccupied orbital energy (alpha / beta)**: 3.93 / 3.93 eV


Computed, not measured: one molecule with the formula C21H23ClN4O7S2 at a distorted geometry, with wB97M-V/def2-TZVPD.

```
58
Properties=species:S:1:pos:R:3:forces:R:3
C 4.42515 2.90948 2.01122 -0.1 0.2 0.0
O 4.80376 1.56510 1.83533 0.0 -0.3 -0.1
C 4.04552 0.77260 1.04126 0.1 -0.3 0.0
C 2.94387 1.21166 0.31038 0.0 0.2 0.0
C 2.20634 0.32428 -0.45583 0.1 -0.2 0.0
O 1.09713 0.67094 -1.18991 0.4 -0.4 0.1
C 0.68602 2.02085 -1.17746 -0.1 0.3 0.0
C 2.56505 -1.03267 -0.49972 0.1 0.2 0.1
N 1.73728 -1.87469 -1.25217 -0.2 0.5 -0.2
C 1.69530 -3.22600 -1.25846 -0.5 0.1 -0.4
O 2.53644 -3.96067 -0.80270 0.2 -0.3 0.2
C 0.44763 -3.81426 -1.95485 0.4 -0.4 0.4
N -0.57609 -2.84732 -2.27099 -0.3 0.1 0.2
C -0.78795 -2.43364 -3.53890 -0.1 0.2 -0.3
N -1.61973 -1.51458 -3.88240 0.1 0.0 -0.7
C -2.33002 -0.95852 -2.88255 0.0 -0.1 0.9
S -3.47137 0.30140 -3.16356 0.1 -0.2 0.6
C -3.86068 0.36773 -1.45846 0.1 0.0 -0.3
C -4.88008 1.35790 -1.03260 -0.2 0.2 0.1
C -3.14103 -0.53281 -0.73300 -0.3 0.1 0.8
S -3.33199 -0.72128 1.05901 -0.2 0.3 0.2
O -3.16437 -2.08331 1.42895 0.3 0.0 -0.1
O -4.55693 -0.07606 1.43834 0.1 0.2 -0.1
N -2.11319 0.19872 1.72376 -0.8 -0.6 -0.2
C -0.75874 -0.28553 1.58108 0.6 -0.3 0.1
C 0.14751 0.51768 2.51260 -0.1 -0.3 -0.1
O 0.06111 1.89924 2.21950 0.2 0.2 0.0
C -1.26065 2.35916 2.39233 -0.3 0.0 -0.1
C -2.22868 1.61540 1.46841 0.0 0.6 0.1
C -2.24470 -1.30264 -1.53494 0.2 0.0 -0.8
C -1.27747 -2.30981 -1.15425 0.0 0.0 -0.1
O -0.97780 -2.68981 -0.04782 0.1 -0.2 0.0
C 3.67347 -1.47192 0.20628 0.0 0.1 0.0
C 4.40431 -0.57723 0.96521 -0.1 0.4 0.0
Cl 5.77597 -1.12318 1.84987 0.2 -0.1 0.1
H 5.13287 3.31846 2.73018 -0.1 0.0 -0.1
H 4.49758 3.47280 1.07516 0.0 0.0 0.0
H 3.41000 2.99073 2.41247 0.0 0.0 0.0
H 2.65303 2.24581 0.36109 -0.1 0.1 0.0
H -0.20816 2.05923 -1.79948 0.0 0.0 0.1
H 0.44990 2.35149 -0.16161 0.0 0.0 -0.1
H 1.45162 2.67045 -1.61132 0.0 0.0 0.0
H 0.98730 -1.36145 -1.69473 0.0 -0.2 0.0
H 0.03948 -4.54848 -1.25294 0.1 0.1 -0.2
H 0.76496 -4.33017 -2.86274 0.0 0.1 0.1
H -0.20592 -2.90526 -4.31861 0.1 -0.2 0.0
H -5.71828 1.34925 -1.72666 -0.1 0.0 0.0
H -5.22989 1.11980 -0.03253 -0.1 0.1 -0.2
H -4.45766 2.36331 -1.03593 0.0 0.1 0.0
H -0.75427 -1.34485 1.82964 0.2 0.1 0.0
H -0.40815 -0.15852 0.54743 0.0 0.0 0.1
H 1.19152 0.23476 2.36928 -0.1 -0.1 0.0
H -0.14751 0.34233 3.55529 0.0 0.0 0.0
H -1.25029 3.42624 2.16138 -0.1 -0.1 0.0
H -1.57311 2.21060 3.43477 0.0 0.1 0.0
H -3.25915 1.90213 1.67458 0.1 0.2 0.0
H -1.98443 1.84786 0.41875 0.0 0.0 0.0
H 3.94814 -2.51272 0.17359 0.0 0.0 0.0
```
Positions in Å, forces in eV/Å.

Values from the calculation:
**Maximum force**: 0.0200 hartree/bohr
**Total charge**: 0
**Frontier orbital gap**: 7.88 eV
**Structure (SMILES)**: COc1cc(OC)c(NC(=O)Cn2cnc3sc(C)c(S(=O)(=O)N4CCOCC4)c3c2=O)cc1Cl
**E**: -76635.9719 eV
**Lowest unoccupied orbital energy**: -0.15 eV